The following is a DFT calculation (wB97M-V/def2-TZVPD) of a molecular structure, C42H49BI2IrN9OTe.

Atoms and positions in Å:
Ir -0.1401 -0.7086 -0.5826
C -2.4852 1.0544 1.6335
C -1.6562 -0.0886 2.1011
C -1.5580 -0.5498 3.4151
C -0.6970 -1.6147 3.3666
N -0.3195 -1.8009 2.0886
N -0.8921 -0.8559 1.3124
B 0.6125 -2.8784 1.5124
N 1.8776 -2.1845 1.0005
C 3.1773 -2.4895 0.9792
C 3.8592 -1.5163 0.2910
C 2.9014 -0.6048 -0.1333
C 3.1636 0.6287 -0.9274
N 1.6804 -1.0121 0.3060
N 0.0222 -3.5102 0.2414
C -0.0254 -4.7955 -0.1288
C -0.4482 -4.8576 -1.4339
C -0.6229 -3.5351 -1.8377
C -1.0240 -3.1227 -3.2173
N -0.3543 -2.7220 -0.7932
N 0.7521 -3.9686 2.5991
C 1.7998 -4.4833 3.2367
C 1.3173 -5.4997 4.0495
C -0.1444 -5.5107 3.8282
C -1.1454 -6.3994 4.4686
N -0.4654 -4.5934 2.9733
H -3.4772 0.9842 2.0796
H -2.5796 1.0808 0.5555
H -2.0529 2.0013 1.9714
H -2.0427 -0.1365 4.2858
H -0.3468 -2.2550 4.1610
H 3.5598 -3.3857 1.4404
H 4.9218 -1.4645 0.1096
H 4.2234 0.8681 -0.8834
H 2.6098 1.4694 -0.5299
H 2.8850 0.4874 -1.9737
H 0.2541 -5.5877 0.5499
H -0.5774 -5.7383 -2.0444
H -1.9716 -3.5854 -3.4930
H -0.2697 -3.4615 -3.9288
H -1.1021 -2.0505 -3.3383
H 2.8072 -4.1168 3.1154
H 1.8799 -6.1237 4.7346
H -0.8047 -6.7302 5.4480
H -1.2867 -7.2985 3.8607
H -2.1067 -5.8995 4.5544
I 1.3999 1.8177 2.6093
C 0.6720 3.0435 1.0711
I -0.0317 2.0714 -0.7065
H 1.4775 3.6851 0.7312
H -0.1677 3.6216 1.4361
C -6.8285 -4.9323 -2.7155
C -5.8444 -3.8038 -2.5782
C -5.7174 -2.8534 -3.5870
C -4.8293 -1.7937 -3.5026
C -4.7196 -0.8484 -4.6714
C -4.0745 -1.7076 -2.3138
Te -2.4910 -0.2283 -2.3059
N -0.8726 0.6500 -3.3061
C 0.3077 0.0150 -3.3656
O 0.7676 -0.7346 -2.4480
C 1.1032 0.3026 -4.5769
C 1.5360 1.6076 -4.8231
C 2.3000 1.8663 -5.9502
C 2.5822 0.8420 -6.8447
C 2.1084 -0.4463 -6.6149
C 1.3662 -0.7232 -5.4806
C -3.5500 1.5494 -2.6692
C -3.2872 2.3062 -3.8213
C -2.6462 1.8073 -5.1013
C -3.7847 3.6031 -3.8398
C -4.5704 4.1256 -2.8204
C -5.1063 5.5354 -2.8860
C -4.9081 3.2924 -1.7638
C -4.4301 1.9955 -1.6657
C -4.9413 1.1411 -0.5259
C -4.1601 -2.6279 -1.2569
C -3.4493 -2.5244 0.0640
C -5.0632 -3.6683 -1.4351
H -6.8907 -5.2823 -3.7453
H -7.8257 -4.5799 -2.4399
H -6.5831 -5.7683 -2.0632
H -6.3220 -2.9488 -4.4836
H -5.4180 -1.1324 -5.4542
H -3.7176 -0.8690 -5.1062
H -4.9416 0.1756 -4.3779
H 1.2836 2.4051 -4.1333
H 2.6672 2.8684 -6.1350
H 3.1635 1.0487 -7.7347
H 2.3158 -1.2330 -7.3284
H 0.9974 -1.7265 -5.2989
H -2.3562 0.7647 -5.0702
H -1.7622 2.3906 -5.3592
H -3.3643 1.9267 -5.9162
H -3.5869 4.2130 -4.7169
H -4.8455 6.0266 -3.8218
H -4.7121 6.1325 -2.0613
H -6.1922 5.5377 -2.7811
H -5.5817 3.6585 -0.9927
H -5.0020 1.7185 0.3959
H -4.3364 0.2552 -0.3338
H -5.9494 0.7888 -0.7577
H -2.4883 -2.0495 -0.0133
H -3.3020 -3.5119 0.5036
H -4.0570 -1.9411 0.7641
H -5.1661 -4.3930 -0.6327

Summary:
F_max (eV/A): 2.4
Energy relative to the best compared isomer or geometry (same formula, charge and spin) (kJ/mol): 157.7
2S+1: 2
Total energy (eV): -86793.2230
LUMO (alpha / beta) (eV): -8.99 / -11.65
Charge: +3
<S²>: 0.760

=====

The following is a DFT calculation (wB97M-V/def2-TZVPD) of a molecular structure, C42H49BN6S3W.

Atoms and positions in Å:
W 1.9206 2.0750 -1.2362
C 0.4631 5.6092 2.3779
C 0.2090 4.1489 2.4679
C -0.4012 3.5602 3.5473
C -0.5760 2.1579 3.5658
N -0.0815 1.4034 2.6096
N 0.5161 1.9415 1.5630
B 1.1536 1.0209 0.4890
N 0.2374 -0.0960 -0.0791
N -0.9406 -0.3430 0.4512
C -1.7638 -1.2054 -0.1036
C -1.3940 -1.9127 -1.2634
C -0.1550 -1.7012 -1.8187
C 0.2982 -2.3998 -3.0500
C 0.6701 -0.7348 -1.1987
S 2.1929 -0.3373 -1.8984
C -3.0970 -1.4146 0.5762
C -4.0602 -2.2567 -0.2624
C -3.7278 -0.0380 0.8194
C -2.8165 -2.1569 1.8923
N 2.5009 0.3592 1.0110
N 2.2639 -0.7074 1.7434
C 3.2262 -1.5199 2.1172
C 4.5589 -1.2695 1.7418
C 4.8442 -0.1540 0.9887
C 6.2188 0.1504 0.5175
C 3.7577 0.6829 0.6103
S 4.1293 2.0645 -0.3627
C 2.7924 -2.7187 2.9231
C 2.1064 -2.2012 4.1915
C 3.9578 -3.6243 3.3135
C 1.7853 -3.4982 2.0644
C 0.6213 3.2858 1.4156
S 1.2614 4.0245 -0.0060
C -1.3278 1.4656 4.6826
C -1.7464 2.4178 5.8003
C -0.4408 0.3569 5.2559
C -2.5924 0.8552 4.0661
H 0.0394 6.1371 3.2276
H 1.5371 5.7920 2.3505
H 0.0529 6.0204 1.4573
H -0.7400 4.1644 4.3734
H -2.0824 -2.6029 -1.7232
H -0.5166 -2.9687 -3.4895
H 0.6888 -1.6858 -3.7751
H 1.1130 -3.0831 -2.8158
H -4.2388 -1.8041 -1.2354
H -3.6980 -3.2731 -0.3961
H -5.0128 -2.3162 0.2563
H -4.0078 0.4097 -0.1315
H -4.6226 -0.1348 1.4264
H -3.0278 0.6227 1.3179
H -2.4494 -3.1605 1.6870
H -2.0658 -1.6383 2.4811
H -3.7326 -2.2378 2.4707
H 5.3441 -1.9507 2.0256
H 6.9265 -0.5777 0.9039
H 6.2548 0.1303 -0.5738
H 6.5271 1.1471 0.8337
H 2.7924 -1.5995 4.7827
H 1.2481 -1.5948 3.9251
H 1.7748 -3.0360 4.8014
H 4.6861 -3.0906 3.9197
H 3.5753 -4.4479 3.9100
H 4.4477 -4.0462 2.4394
H 0.9347 -2.8698 1.8118
H 2.2565 -3.8401 1.1452
H 1.4304 -4.3674 2.6108
H -0.8943 2.9088 6.2603
H -2.4477 3.1663 5.4430
H -2.2511 1.8445 6.5713
H 0.4764 0.7714 5.6680
H -0.9684 -0.1662 6.0480
H -0.1863 -0.3502 4.4742
H -3.2262 1.6310 3.6423
H -2.3178 0.1559 3.2874
H -3.1584 0.3312 4.8304
C 0.5916 2.1649 -2.7515
C -0.0947 1.8422 -3.7283
C -0.7051 1.2352 -4.8014
C -2.0495 0.7546 -4.6165
C -2.5454 -0.3681 -5.2979
C -3.7947 -0.8658 -4.9943
C -4.5867 -0.2446 -4.0364
C -4.1272 0.8970 -3.3884
C -2.8636 1.3766 -3.6530
C 0.1233 0.9835 -5.9520
C 1.5232 0.9272 -5.7869
C 2.3391 0.6050 -6.8467
C 1.7853 0.3609 -8.0999
C 0.4123 0.4699 -8.2913
C -0.4168 0.7781 -7.2329
H -1.9326 -0.8666 -6.0303
H -4.1628 -1.7371 -5.5133
H -5.5602 -0.6481 -3.8032
H -4.7676 1.4114 -2.6876
H -2.4965 2.2581 -3.1477
H 1.9479 1.1053 -4.8057
H 3.4082 0.5400 -6.7034
H 2.4287 0.1034 -8.9267
H -0.0078 0.3162 -9.2740
H -1.4741 0.9201 -7.3960

Summary:
F_max (eV/A): 1.5
Energy relative to the best compared isomer or geometry (same formula, charge and spin) (kJ/mol): 46.5
2S+1: 3
Total energy (eV): -88284.0083
LUMO (alpha / beta) (eV): -6.98 / -7.37
Charge: +2
<S²>: 2.044

=====

The following is a DFT calculation (wB97M-V/def2-TZVPD) of a molecular structure, C42H49FeN5O4SSi.

Atoms and positions in Å:
Fe -0.2591 -0.5598 -0.5445
C 2.3633 0.7027 1.6582
Si 0.5618 0.6918 2.2448
C 0.5681 0.6306 4.1047
C -0.1729 2.3526 1.7164
N -0.2553 -0.5545 1.3714
C -1.2254 -1.4234 1.7412
C -1.7001 -1.6210 3.0499
C -2.7123 -2.5401 3.3601
C -3.3030 -3.2959 2.3599
C -2.8700 -3.1418 1.0482
C -1.8360 -2.2390 0.7385
O -1.3439 -2.0748 -0.5510
C -1.8773 -2.7706 -1.6003
C -1.5587 -4.1114 -1.8119
C -2.0366 -4.7645 -2.9488
C -2.8050 -4.0657 -3.8833
C -3.0960 -2.7148 -3.6822
C -2.6273 -2.0660 -2.5405
H 2.9086 1.5292 2.1233
H 2.4149 0.8203 0.5719
H 2.8572 -0.2346 1.9314
H 1.2610 1.3785 4.5044
H 0.8937 -0.3461 4.4750
H -0.4178 0.8566 4.5217
H 0.3735 3.1757 2.1864
H -1.2234 2.4195 2.0141
H -0.1102 2.4727 0.6307
H -1.2853 -1.0658 3.8791
H -3.0297 -2.6509 4.3916
H -4.0912 -4.0011 2.5966
H -3.3464 -3.7339 0.2767
H -0.9329 -4.6320 -1.0917
H -1.7943 -5.8102 -3.1130
H -3.1633 -4.5689 -4.7766
H -3.6721 -2.1615 -4.4176
H -2.8204 -1.0088 -2.3787
C 1.0452 4.1112 -1.9444
C 1.9919 2.9958 -1.6101
C 3.3772 3.1907 -1.6685
C 4.2507 2.1418 -1.3542
C 5.7377 2.3412 -1.4139
C 3.7333 0.8925 -0.9797
C 2.3390 0.6781 -0.9155
C 1.4851 1.7444 -1.2351
N 1.7202 -0.5598 -0.5445
C 2.3487 -1.8229 -0.1660
C 3.2044 -1.6755 1.1272
C 3.7966 -3.0469 1.5213
C 2.6504 -4.0375 1.8124
C 1.7838 -4.2041 0.5477
C 2.6504 -4.7605 -0.6003
C 3.7967 -3.7731 -0.9019
C 4.6674 -3.5895 0.3635
C 3.2044 -2.4110 -1.3270
C 1.2049 -2.8322 0.1365
H 1.5888 5.0393 -2.2225
H 0.4028 4.3309 -1.0659
H 0.4028 3.8116 -2.7990
H 3.7748 4.1562 -1.9579
H 6.0005 3.3750 -1.7237
H 6.1797 1.6326 -2.1458
H 6.1797 2.1519 -0.4130
H 4.4458 0.1255 -0.7499
H 0.4123 1.5999 -1.1918
H 2.5748 -1.2861 1.9577
H 4.0405 -0.9676 1.0030
H 4.4202 -2.9302 2.4344
H 2.0272 -3.6585 2.6522
H 3.0672 -5.0220 2.1193
H 0.9529 -4.9116 0.7597
H 2.0272 -4.9058 -1.5100
H 3.0672 -5.7516 -0.3151
H 4.4202 -4.1779 -1.7287
H 5.5020 -2.8853 0.1524
H 5.1141 -4.5652 0.6559
H 2.5748 -2.5425 -2.2348
H 4.0405 -1.7515 -1.6126
H 0.5609 -2.4436 0.9569
H 0.5609 -2.9588 -0.7624
O -6.6619 4.3838 2.7207
S -6.8770 5.6594 2.0292
O -6.4518 6.8357 2.7938
O -8.1863 5.7734 1.3799
C -5.6805 5.6199 0.5965
N -5.7274 6.6689 -0.2570
C -4.8453 6.5995 -1.2579
C -3.9526 5.5574 -1.4275
C -3.9843 4.5254 -0.4984
N -4.8538 4.5491 0.5280
C -3.0910 3.3388 -0.5387
C -3.1266 2.3858 0.4944
C -2.2882 1.2823 0.4506
N -1.4092 1.0464 -0.5445
C -1.3796 1.9579 -1.5353
C -2.1812 3.0926 -1.5775
H -4.8694 7.4354 -1.9503
H -3.2665 5.5807 -2.2607
H -3.8083 2.4988 1.3362
H -2.3096 0.5409 1.2440
H -0.6694 1.7499 -2.3304
H -2.0789 3.7571 -2.4262
H -0.2591 -0.5598 -2.2309

Summary:
F_max (eV/A): 4.8
2S+1: 5
Total energy (eV): -113087.5858
LUMO (alpha / beta) (eV): 3.53 / 3.53
Charge: -2
<S²>: 6.120

=====

The following is a DFT calculation (wB97M-V/def2-TZVPD) of a molecular structure, C42H49IN5O5SSbSe4SiZr.

Atoms and positions in Å:
Zr -0.3737 -0.4052 0.0477
O -0.0484 -2.7816 3.4797
C -0.2504 -2.3539 2.3549
N 0.4705 -1.3390 1.7812
C 1.8015 -1.3431 2.1034
O 2.4510 -2.3234 2.4283
C 2.4943 -0.0274 1.9820
C 3.7593 0.1146 2.5376
C 4.3973 1.3379 2.4320
C 3.7419 2.3690 1.7764
C 2.4829 2.1276 1.2496
N 1.8590 0.9561 1.3402
C -1.3820 -2.9413 1.5748
C -1.8643 -4.1790 2.0029
C -2.8703 -4.7846 1.2851
C -3.3806 -4.1172 0.1764
C -2.8579 -2.8851 -0.1541
N -1.8673 -2.3014 0.5164
H 4.2019 -0.7481 3.0151
H 5.3810 1.4841 2.8618
H 4.1572 3.3581 1.6414
H 1.9618 2.9368 0.7383
H -1.4216 -4.6226 2.8821
H -3.2584 -5.7529 1.5760
H -4.1790 -4.5365 -0.4204
H -3.2462 -2.3222 -0.9914
Se 1.9295 5.4021 -0.4875
Sb 0.2308 4.0309 -1.6385
Se -0.4370 2.0333 -0.3434
Se 0.6384 0.9138 -1.8131
Se -1.4378 5.8107 -1.9201
C -0.0886 1.4553 3.6997
C -1.5426 1.0394 3.5056
C -1.8959 -0.1499 4.3962
C -2.4125 2.2344 3.8879
O -1.6918 0.6744 2.1003
Si -3.1390 0.7116 1.2164
S -2.8384 0.1270 -0.7672
O -3.8888 2.1412 1.3657
C -4.0343 3.4556 0.7821
C -4.1069 3.3797 -0.7336
C -2.9142 4.3972 1.2054
C -5.3550 3.9774 1.3493
O -3.9681 -0.4638 2.0225
C -5.3739 -0.6082 2.1785
C -5.5979 -2.0268 2.7033
C -6.1030 -0.4117 0.8485
C -5.8781 0.4168 3.1987
H 0.0386 1.9216 4.6778
H 0.1818 2.1790 2.9305
H 0.5749 0.5960 3.6412
H -1.8716 0.1629 5.4423
H -1.1963 -0.9725 4.2684
H -2.8961 -0.5080 4.1564
H -2.1819 2.5135 4.9170
H -3.4730 2.0038 3.8090
H -2.1845 3.0716 3.2361
H -3.2013 2.9221 -1.1257
H -4.1574 4.3846 -1.1485
H -4.9581 2.7747 -1.0578
H -1.9313 3.9736 0.9900
H -2.9711 4.6379 2.2680
H -2.9780 5.3111 0.6175
H -6.1898 3.3566 1.0169
H -5.5062 5.0002 1.0037
H -5.3281 3.9623 2.4411
H -5.2020 -2.7560 1.9951
H -6.6622 -2.2148 2.8556
H -5.0753 -2.1567 3.6526
H -5.7412 -1.1229 0.1052
H -5.9189 0.5946 0.4718
H -7.1771 -0.5524 0.9838
H -5.3243 0.3118 4.1333
H -6.9425 0.2743 3.3948
H -5.7091 1.4174 2.8057
I 1.6373 -4.2369 -0.0383
C 2.9953 -2.6635 -0.3293
C 4.3436 -3.0008 -0.3281
C 5.2773 -2.0024 -0.5154
C 4.8318 -0.7073 -0.7237
C 3.4713 -0.4780 -0.7360
N 2.5458 -1.4234 -0.5214
H 4.6338 -4.0302 -0.1774
H 6.3347 -2.2355 -0.5118
H 5.5112 0.1189 -0.8783
H 3.0891 0.5139 -0.9555
N -0.2187 -1.7606 -1.5451
C -0.0170 -2.1162 -2.7261
C 0.6807 -1.3831 -3.8494
C 2.0562 -1.1822 -3.8219
C 2.7138 -0.6326 -4.9126
C 1.9970 -0.2862 -6.0459
C 0.6262 -0.4986 -6.0888
C -0.0302 -1.0418 -4.9975
C -0.4016 -3.5150 -3.1586
C 0.6049 -4.4442 -3.4091
C 0.2912 -5.7773 -3.6248
C -1.0349 -6.1862 -3.6218
C -2.0442 -5.2560 -3.4187
C -1.7290 -3.9255 -3.1846
H 2.6201 -1.4599 -2.9435
H 3.7839 -0.4704 -4.8694
H 2.5045 0.1596 -6.8922
H 0.0644 -0.2338 -6.9762
H -1.1031 -1.1922 -5.0214
H 1.6387 -4.1191 -3.4203
H 1.0836 -6.4971 -3.7921
H -1.2809 -7.2299 -3.7773
H -3.0813 -5.5704 -3.4393
H -2.5120 -3.1934 -3.0296

Summary:
F_max (eV/A): 5.2
Energy relative to the best compared isomer or geometry (same formula, charge and spin) (kJ/mol): 99.4
2S+1: 1
Total energy (eV): -358064.5091
LUMO (eV): 3.39
Charge: -2